Below is C19H18N2O5S in the gas phase at a distorted geometry, with properties calculated with ωB97M-V/def2-TZVPD.

```
45
C19H18N2O5S | the OMol25 dataset | ωB97M-V/def2-TZVPD
H -3.1505 -2.2018 3.5477
C 3.3769 2.2981 -4.8397
H 1.5267 -0.9782 2.4266
C -2.9080 -1.7536 2.5978
N 2.4297 1.4760 -4.4222
H -2.1012 -0.0648 -0.7786
H -1.2033 3.5423 1.4792
C -2.4410 -4.5416 2.8068
C 1.4519 -0.3691 -0.4682
H 5.3522 3.1037 -4.5956
H -0.0599 0.7111 3.8361
H 5.8098 1.6876 -2.5917
H -2.1748 -5.5790 2.6119
C 0.8459 0.2179 0.7392
H 0.7519 -0.1668 -3.6476
C 0.9396 -0.1667 2.0508
H -1.7341 -2.5248 -0.4784
C 2.6708 0.7201 -3.3614
C -1.4645 2.6137 1.9801
C -0.4249 1.5830 1.8681
C -3.0959 -0.3936 2.4252
C -2.7937 0.1939 1.2145
H -1.8310 -4.1605 3.6312
C -2.1158 -1.9109 0.3211
C 0.1111 0.7121 2.7794
O -2.1757 -3.8516 1.6063
C 3.8758 0.7622 -2.6657
O -4.1190 2.4294 1.7344
O -2.7818 2.3287 -0.3349
H 1.9342 -1.2101 -2.7934
H 0.4546 1.0291 -1.5740
H -1.7678 2.7889 3.0058
C -2.3103 -0.5578 0.1572
H -3.4892 0.2172 3.2224
C 4.6102 2.4170 -4.2190
N 1.0383 0.2080 -1.6182
H -3.4998 -4.4844 3.0764
C -2.4071 -2.5228 1.5466
C 1.5552 -0.1904 -2.9090
C 4.8609 1.6291 -3.1053
S -2.9442 1.9688 1.0456
O 0.0204 1.2883 0.6315
O 2.2239 -1.3094 -0.4179
H 3.1281 2.8879 -5.7124
H 4.0252 0.1237 -1.8089
```

Computed properties:
LUMO level: 0.495 eV
Energy above the lowest of the compared OMol25 structures with the same formula, charge and spin: 1.941 eV
Multiplicity: 1
E: -1618.7080 hartree
SMILES: COc1ccc(S(=O)(=O)Cc2ccc(C(=O)NCc3ccccn3)o2)cc1

Löwdin atomic charge list, values in e, 5 entries: 0.11 -0.15 0.12 0.00 0.10